1.
The following is a quantum chemistry calculation of a structure of composition C31H34BN14W in a non-equilibrium geometry, from OMol25.

```
81
Properties=species:S:1:pos:R:3:lowdin_charge:R:1
W 0.03583 0.70317 0.61759 1.74
C -0.75702 2.59572 -2.67881 0.00
C 0.58067 2.62736 -2.02326 -0.27
C 1.72268 3.31414 -2.43132 0.06
C 2.74052 2.87956 -1.60865 0.02
N 2.25349 1.99156 -0.72437 0.02
N 0.90690 1.84837 -0.96863 -0.10
B 3.07179 0.77082 -0.16041 -0.65
N 2.45975 -0.45483 -0.89974 0.06
C 2.89342 -1.37136 -1.77698 0.03
C 1.83686 -2.17375 -2.16585 0.05
C 0.73355 -1.68790 -1.47705 -0.29
C -0.69581 -2.11179 -1.45983 0.01
N 1.12282 -0.65298 -0.71428 -0.08
N 2.79130 0.46104 1.36342 0.01
C 3.74382 0.18456 2.26909 0.01
C 3.23147 -0.67031 3.22149 0.05
C 1.91276 -0.91310 2.84777 -0.28
C 0.97381 -1.88610 3.46977 0.00
N 1.64208 -0.20500 1.73071 -0.09
N 4.51824 1.10434 -0.30443 -0.05
C 5.57884 0.58152 -0.98721 -0.03
C 6.66464 1.35532 -0.70716 0.02
C 6.19676 2.36903 0.17739 -0.32
C 6.97569 3.46701 0.79209 -0.01
N 4.89931 2.19800 0.40613 0.09
H -1.33675 3.49647 -2.47863 0.09
H -1.32072 1.71956 -2.36462 0.07
H -0.61641 2.54896 -3.75826 0.11
H 1.80135 4.01235 -3.24795 0.14
H 3.78488 3.14936 -1.62165 0.15
H 3.91658 -1.41829 -2.10511 0.13
H 1.86810 -2.99780 -2.85877 0.14
H -1.07848 -2.26322 -2.46818 0.11
H -1.30118 -1.33405 -0.97171 0.03
H -0.81702 -3.05593 -0.92611 0.11
H 4.73551 0.59995 2.19063 0.14
H 3.75430 -1.09113 4.06415 0.14
H 1.54988 -2.71477 3.87850 0.11
H 0.28159 -2.28829 2.73516 0.07
H 0.41790 -1.45454 4.30533 0.08
H 5.49707 -0.28118 -1.62392 0.11
H 7.67032 1.23947 -1.07401 0.12
H 7.99240 3.49532 0.41373 0.09
H 7.01679 3.35127 1.87842 0.09
H 6.49692 4.43470 0.63618 0.09
N -4.10719 1.92822 10.57391 0.37
C -3.75895 1.62470 9.50340 -0.03
C -3.35560 1.26506 8.20751 -0.10
C -4.15592 0.36372 7.45463 0.09
C -3.76251 0.01798 6.18998 0.06
C -2.57152 0.54965 5.65745 -0.08
C -1.77887 1.45106 6.39657 0.05
C -2.16130 1.80964 7.66076 0.08
N -2.16350 0.14094 4.36457 0.03
C -2.49815 -1.06032 3.76452 0.02
C -1.90413 -1.05184 2.55149 -0.10
N -1.21670 0.14307 2.37348 -0.07
C -1.38876 0.83298 3.49580 -0.08
H -5.06696 -0.04416 7.87477 0.16
H -4.39183 -0.64397 5.61081 0.14
H -0.85291 1.84425 6.00036 0.13
H -1.55372 2.48827 8.24572 0.16
H -3.08082 -1.82888 4.24304 0.15
H -1.93326 -1.82716 1.80379 0.13
H -1.02337 1.82992 3.67536 0.14
N 1.39328 3.16431 2.10156 0.32
C 0.70025 2.35294 1.68795 -0.15
H 1.99554 3.89124 2.47402 0.17
C -3.68565 0.01732 -0.16855 0.03
C -3.14057 1.39565 -0.06967 -0.34
N -1.87437 1.76368 0.18145 -0.08
C -1.86056 3.16479 0.15903 -0.14
C -3.10625 3.61371 -0.10111 -0.01
N -3.88445 2.48984 -0.24467 0.17
H -2.92080 -0.72361 0.04276 0.03
H -4.07418 -0.17083 -1.17160 0.12
H -4.51539 -0.12673 0.52506 0.11
H -0.96497 3.74467 0.29400 0.11
H -3.48893 4.61557 -0.20287 0.15
H -4.86924 2.48989 -0.47541 0.20
```

The HOMO-LUMO gap (alpha / beta) is 0.171 / 0.086 Ha. As for the lowest unoccupied orbital energy (alpha / beta): -0.470 / -0.555 Ha. The spin multiplicity is 4. Its HOMO energy (alpha / beta) is -17.44 / -17.44 eV. As for the expectation value of S²: 3.800. Its net charge is +4.


2.
The following is a quantum chemistry calculation of a structure of composition C31H34BrHfNO4PS2, from OMol25.

```
75
Properties=species:S:1:pos:R:3:lowdin_charge:R:1
Hf 0.70139 0.04727 -0.67973 1.55
N -0.80266 1.58204 -1.71093 -0.02
C -1.35346 2.65147 -0.87370 -0.30
C -1.53854 3.92476 -1.37921 -0.01
C -2.12430 4.88881 -0.56873 -0.02
C -2.53633 4.57091 0.71880 -0.03
C -2.34969 3.29021 1.21573 -0.05
C -1.73884 2.31747 0.42455 -0.30
P -1.46073 0.59734 0.89633 1.02
C -2.87556 -0.33943 0.29767 -0.38
C -2.69593 -1.39270 -0.59501 -0.11
C -3.79388 -2.09127 -1.08293 -0.05
C -5.07038 -1.73631 -0.67462 -0.03
C -5.25524 -0.68893 0.22261 -0.03
C -4.16483 0.00968 0.70801 -0.06
C -1.39517 0.44296 2.68504 -0.38
C -0.90090 1.45516 3.50804 -0.15
C -0.82774 1.25697 4.87657 -0.05
C -1.23330 0.04781 5.42794 -0.04
C -1.71510 -0.96556 4.61153 -0.04
C -1.80070 -0.77158 3.24146 -0.07
H -0.31263 1.99370 -2.50334 0.10
H -1.58050 1.05094 -2.11038 0.12
H -1.25331 4.16687 -2.39632 0.13
H -2.27513 5.88941 -0.95061 0.13
H -3.00772 5.32279 1.33649 0.13
H -2.67355 3.04851 2.21992 0.12
H -1.70353 -1.72463 -0.89294 0.07
H -3.65040 -2.92058 -1.76227 0.11
H -5.92721 -2.28203 -1.04597 0.12
H -6.25265 -0.42245 0.54445 0.13
H -4.31846 0.81983 1.41101 0.12
H -0.58137 2.40477 3.09513 0.10
H -0.46576 2.05057 5.51611 0.12
H -1.18479 -0.09806 6.49864 0.12
H -2.04150 -1.90270 5.04110 0.12
H -2.19722 -1.56186 2.61578 0.11
C 4.65370 1.20583 -0.85506 -0.21
S 3.38651 2.17175 -1.65177 1.02
C 3.47094 3.68200 -0.71084 -0.20
O 2.02737 1.54807 -1.18434 -0.71
H 5.59831 1.69371 -1.10431 0.09
H 4.63525 0.20687 -1.28427 0.07
H 4.49516 1.17987 0.22050 0.05
H 4.39923 4.18667 -0.98151 0.09
H 3.44009 3.46171 0.35447 0.07
H 2.62669 4.29567 -1.02080 0.07
Br 2.12606 0.81185 2.03074 0.94
C 2.72120 -0.91377 2.64809 -0.50
C 3.28748 -1.01521 3.89985 -0.08
C 3.70852 -2.27265 4.32215 -0.02
C 3.55294 -3.38538 3.51146 -0.02
C 2.96979 -3.26698 2.25580 0.02
C 2.55825 -2.01813 1.81860 -0.18
C 1.89078 -1.74021 0.52963 -0.58
O 2.49767 -1.20767 -0.45168 -0.08
O 0.60964 -1.73694 0.45738 -0.11
H 3.40222 -0.15018 4.53807 0.12
H 4.16079 -2.37364 5.29928 0.13
H 3.88227 -4.35554 3.85604 0.13
H 2.83988 -4.13765 1.62746 0.14
O 0.43681 -0.84554 -2.50867 -0.66
S 1.37774 -1.31736 -3.68854 1.11
C 0.45471 -0.88530 -5.18019 -0.29
C -0.46785 -2.06203 -5.47903 -0.20
C 0.37054 -3.30400 -5.20262 -0.20
C 1.01754 -3.09704 -3.83253 -0.26
H 1.22266 -0.75258 -5.94690 0.12
H -0.02057 0.07864 -5.00074 0.10
H -0.81188 -2.01710 -6.51100 0.14
H -1.34624 -2.02689 -4.83155 0.12
H 1.14010 -3.42476 -5.96655 0.13
H -0.22050 -4.21857 -5.19139 0.14
H 1.93993 -3.64795 -3.66190 0.11
H 0.32392 -3.28170 -3.00952 0.11
```

The HOMO-LUMO gap is 0.291 Ha. As for the lowest unoccupied orbital energy: -0.306 Ha. Its HOMO energy is -16.25 eV. Its net charge is +3.


3.
The following is a quantum chemistry calculation of a structure of composition C31H34CdN3O3, from OMol25.

```
72
Properties=species:S:1:pos:R:3:lowdin_charge:R:1
Cd -0.00355 -1.63931 -0.79610 1.39
N 0.70790 -1.55646 2.69687 0.14
C 2.00898 -1.65181 3.05615 -0.28
C 2.27249 -2.00739 4.39010 -0.06
C 3.55241 -2.13673 4.87572 -0.12
C 4.61622 -1.94179 4.01071 -0.12
C 4.36137 -1.60917 2.69197 -0.07
C 3.07769 -1.41292 2.15661 -0.11
C 3.05220 -1.01313 0.69468 -0.21
C 4.18628 -0.24050 0.36703 -0.10
C 4.63545 -0.03946 -0.92178 -0.11
C 3.94112 -0.63030 -1.95562 -0.12
C 2.73318 -1.24539 -1.67062 -0.21
C 2.18472 -1.41193 -0.38326 -0.17
H 0.00668 -1.62547 3.41201 0.10
H 0.46977 -0.99458 1.91181 0.02
H 1.41906 -2.17078 5.03973 0.10
H 3.71814 -2.39386 5.91480 0.09
H 5.63701 -2.05711 4.35260 0.09
H 5.21804 -1.52462 2.03914 0.10
H 4.73390 0.23643 1.16929 0.10
H 5.53349 0.53986 -1.10067 0.09
H 4.30095 -0.56821 -2.97680 0.09
H 2.18735 -1.64854 -2.51430 0.04
C -0.23560 1.18263 -3.46067 -0.01
C -0.55508 -0.21537 -3.98702 -0.53
C -0.69279 -0.22003 -5.50204 -0.03
O 0.46987 -1.13123 -3.57406 -0.10
C -1.88093 -0.67611 -3.30152 -0.64
O -2.93776 -0.44208 -3.88714 0.02
O -1.73163 -1.19661 -2.15787 -0.14
H 0.71173 1.54484 -3.87208 0.08
H -0.15992 1.16403 -2.37092 0.07
H -1.02928 1.87702 -3.73954 0.09
H 0.16938 0.25784 -5.97808 0.08
H -1.60204 0.30944 -5.77709 0.08
H -0.77731 -1.24879 -5.85346 0.09
H 1.29358 -0.84061 -3.97921 0.08
C -4.72673 1.80447 -0.67457 -0.09
C -3.32763 1.57631 -1.25457 -0.20
C -2.25394 2.31047 -0.47915 -0.17
C -2.23324 3.69942 -0.57275 -0.06
C -1.27103 4.46083 0.06292 -0.10
C -0.26250 3.81447 0.75917 -0.06
C -0.23033 2.43009 0.85551 -0.18
C 0.89197 1.80343 1.63570 -0.20
C 0.58900 1.75487 3.13652 -0.09
C -1.25255 1.66201 0.26999 -0.19
N -1.22791 0.25999 0.37726 0.03
C -2.29131 -0.34687 0.79144 -0.13
C -2.49720 -1.74755 0.82087 -0.37
C -3.68081 -2.39824 1.21322 -0.07
C -3.48197 -3.75104 0.97377 -0.12
C -2.18527 -3.86290 0.45115 -0.20
N -1.58614 -2.67509 0.36756 -0.07
H -5.48541 1.34811 -1.31190 0.07
H -4.94562 2.87055 -0.59012 0.06
H -4.81669 1.37096 0.32342 0.06
H -3.31643 1.95215 -2.28079 0.11
H -3.11519 0.50986 -1.31080 0.08
H -2.99779 4.18731 -1.16833 0.11
H -1.28226 5.54171 -0.00804 0.09
H 0.51894 4.38817 1.24599 0.11
H 1.79961 2.39057 1.47651 0.11
H 1.08075 0.80062 1.26875 0.06
H 0.45496 2.76390 3.53284 0.07
H 1.41056 1.27375 3.67018 0.07
H -0.32562 1.19049 3.32702 0.07
H -3.12427 0.24372 1.18584 0.13
H -4.57306 -1.91911 1.58892 0.09
H -4.17113 -4.56202 1.14955 0.07
H -1.67690 -4.76722 0.14753 0.09
```

The HOMO-LUMO gap is 0.280 Ha. As for the lowest unoccupied orbital energy: 0.104 Ha. Its HOMO energy is -4.79 eV. The value obtained for the energy relative to the best compared isomer or geometry (same formula, charge and spin) is 20.7 kcal per mole. Its net charge is -1.